Entry 1:
Here is C34H39N5O4P2Pd as an isolated structure from OMol25. Energies are from ωB97M-V with the def2-TZVPD basis set.

Each line ends with the Mulliken spin population.
CARTESIAN COORDINATES (ANGSTROEM)
C (-4.40653, 0.80454, 3.79421)  0.000
P (-4.43194, -0.12360, -0.06137)  -0.001
H (1.45386, -0.34549, 2.80129)  0.002
C (3.66180, -0.55189, 1.02149)  -0.002
C (0.98045, 1.74348, 1.16007)  0.007
C (-2.87465, -3.22283, -4.23910)  0.000
H (8.24144, 2.37120, 1.70482)  0.002
C (-4.56735, -2.70991, -1.15372)  -0.001
H (-3.60659, -5.17396, -0.16699)  0.000
H (4.64620, -0.81366, 0.64079)  0.001
H (-3.23047, -5.52347, -1.90792)  0.000
H (0.16116, 0.97324, -0.70351)  -0.048
H (10.33878, 3.61243, 1.15165)  0.001
C (-5.74089, 0.32065, 3.68319)  0.013
O (11.69061, 5.19046, -0.15486)  -0.001
C (-3.17908, -5.47436, -4.12784)  0.000
H (-2.82912, 0.95405, 2.15644)  0.000
N (-4.78229, 0.24245, 1.63476)  -0.004
H (-3.08651, -4.38407, -6.08442)  0.000
C (-3.12192, -4.98214, -2.83880)  0.000
H (2.83189, 5.01104, -0.53760)  0.053
N (-6.06250, 0.55948, -0.53946)  -0.046
C (-2.71284, -4.67526, 0.20719)  0.000
H (2.37952, 0.70364, 3.89979)  0.002
C (-3.81228, 0.70019, 2.54018)  0.014
C (0.44874, 0.65628, 0.31173)  -0.002
H (-5.12743, -2.46310, -2.06182)  0.000
Pd (2.31649, 3.08416, -1.78544)  1.587
H (-0.02951, -4.16095, 2.07188)  0.000
C (9.63973, 4.33082, -0.74139)  -0.003
H (-3.90631, 1.11111, 4.69370)  0.000
H (0.97232, -1.11185, -0.75800)  0.001
N (-2.13505, -3.56032, -0.40609)  0.000
P (-2.78366, -2.39182, -1.60571)  0.001
O (5.82175, 1.74053, 1.29027)  0.839
H (4.42035, 0.61468, 2.55602)  0.003
H (-4.74578, -2.27031, 0.98292)  0.000
C (-0.84278, -4.15898, 1.37395)  0.000
H (-3.36883, -6.50684, -4.40013)  0.000
C (-6.14455, 1.52924, -1.54539)  0.347
H (0.73694, 2.72814, 0.75531)  0.018
C (3.61632, -0.13705, 2.44200)  0.013
C (9.48310, 3.60043, 0.46641)  -0.007
H (-7.85925, 2.42757, -2.58985)  0.001
H (-0.46179, 0.44483, 0.88079)  0.008
C (7.23482, 2.91032, -0.16591)  0.063
C (8.31670, 2.90922, 0.75180)  -0.017
H (-6.47549, 0.21603, 4.48042)  0.000
H (-6.80962, -0.50045, 1.92287)  -0.012
C (-5.06681, -1.86092, 0.01446)  0.001
C (1.26102, -0.64302, 0.19480)  -0.004
H (-6.16773, -1.87398, -0.01028)  0.006
H (-2.08867, -5.94100, 1.91642)  0.000
C (-8.26061, 0.81590, -1.08571)  0.068
H (-0.44335, -2.34560, 0.06051)  -0.001
C (-1.91985, -5.07903, 1.28282)  0.000
H (2.16668, 3.87867, 0.78504)  -0.026
C (2.73265, -0.65539, 0.06411)  0.017
C (8.58611, 4.27468, -1.67321)  0.011
C (5.89125, 2.18043, 0.11454)  0.034
C (-5.92323, -0.07335, 2.37504)  0.012
H (3.79815, 3.62507, 0.30547)  0.002
C (1.86166, 1.64621, 2.16967)  0.029
C (7.42945, 3.57673, -1.39981)  0.014
C (-3.02508, -4.36496, -5.01579)  0.000
H (3.07887, -0.54646, -0.98573)  0.002
C (-7.35942, 0.10936, -0.29458)  0.355
H (-2.76682, -2.17370, -4.48596)  0.000
N (-2.83014, -3.61474, -2.88807)  0.000
H (-4.75240, -3.76525, -0.91957)  0.000
H (1.06385, -1.33929, 1.01006)  0.000
H (2.25125, 2.57594, 2.60492)  0.005
C (2.26229, 0.39369, 2.85732)  0.003
H (8.70939, 4.80494, -2.61419)  0.001
C (-7.48897, 1.71989, -1.87896)  0.191
H (3.86874, -1.02311, 3.04646)  0.001
H (-5.23062, 1.99333, -1.90053)  0.007
H (6.63539, 3.51183, -2.15358)  0.003
H (-9.33750, 0.69685, -1.07886)  -0.001
C (2.82215, 3.99658, -0.09546)  0.339
O (5.05090, 2.17173, -0.84088)  0.047
N (10.77214, 5.15109, -1.00019)  0.001
C (-1.01409, -3.21423, 0.35385)  0.000
H (-7.61315, -0.66058, 0.43439)  0.049
O (10.78854, 5.80382, -2.06917)  0.000

Computed properties:
frontier orbital gap (spin up / spin down) = 5.57 / 2.90 eV
multiplicity = 5
expectation value of S² = 6.03
net charge = +2
ΔE to the lowest compared entry with this formula, charge and spin = 44.8 kcal/mol
E_HOMO (spin up / spin down) = -12.02 / -12.02 eV

=====

Entry 2:
Here is C34H40BrClN2O3V as an isolated structure from OMol25. Energies are from ωB97M-V with the def2-TZVPD basis set.

Each line ends with the Mulliken spin population.
CARTESIAN COORDINATES (ANGSTROEM)
C (-0.68235, -0.98928, 1.55510)  -0.019
H (-1.16114, 3.68301, 1.39480)  0.000
C (2.63280, 1.92129, -0.16851)  0.035
H (4.58049, -1.19371, 0.38927)  -0.004
C (3.32859, 0.81476, 1.85699)  -0.007
C (-2.61058, -0.26202, 2.77969)  -0.012
H (-0.99647, 1.76227, -1.83295)  0.016
C (-3.45118, 2.10032, -0.68635)  -0.003
H (-3.49522, 1.51637, 2.04447)  0.000
H (-2.89310, 3.48134, 1.65815)  0.000
H (3.80671, 2.14448, 3.48549)  0.000
C (-4.30701, -1.83301, 3.70130)  -0.003
C (3.49093, 2.08962, 2.45306)  0.000
H (-1.91608, -2.49460, -1.80283)  0.002
C (3.34410, -1.85792, -2.69790)  -0.009
H (-5.26385, 0.65760, 3.07336)  0.000
H (1.57466, -3.60529, -1.60139)  -0.003
H (-1.34521, 3.47341, -1.62947)  0.002
H (4.96572, -4.06641, -4.66930)  0.000
H (3.21560, -2.31712, -4.78652)  0.000
H (2.15582, 4.93952, -2.43684)  0.000
H (-3.44500, 1.22192, -1.33689)  0.001
C (2.28271, 4.10824, -1.75896)  -0.001
C (5.02033, -3.08538, -1.43941)  0.007
H (-4.21572, 1.59836, 4.15644)  0.000
O (2.37013, -0.93293, -2.72942)  -0.022
O (0.15855, 0.22703, -0.30173)  -0.231
H (-5.33560, 0.41245, 4.81191)  0.000
C (1.99377, 2.81194, -2.20849)  0.015
H (0.96610, -2.45827, -3.76923)  0.000
C (4.00957, -2.11415, -1.48527)  0.016
C (-2.12086, 3.53853, 0.89377)  -0.002
H (1.60902, 2.64587, -3.20787)  -0.005
H (3.52963, -0.08421, 2.42620)  0.000
C (-1.79582, 1.05631, 0.86143)  -0.006
H (-0.67833, -3.03601, -3.60812)  0.001
H (2.86191, 5.29526, -0.08090)  0.000
H (-2.09619, -1.31259, 5.27789)  0.000
O (-0.12447, -1.56932, -2.25959)  0.031
H (-2.15447, -1.48006, -4.13111)  0.000
N (2.82316, -0.40320, -0.27890)  -0.074
C (3.28968, 3.24018, 1.74196)  0.002
C (-4.65954, 0.61602, 3.98193)  0.000
H (-2.32705, 4.42066, 0.28593)  0.000
C (5.33325, -3.79842, -2.57418)  -0.009
C (0.21337, -2.75929, -3.05083)  0.000
C (-2.83419, -0.51003, 5.24609)  -0.003
H (-1.71715, -0.87496, -1.14993)  -0.006
Br (0.64524, -2.31193, 1.28648)  0.005
C (2.86227, 3.18208, 0.39041)  -0.001
H (-1.93774, 0.12737, -3.42255)  0.000
H (0.91909, -4.75155, -2.77545)  0.000
H (-3.53166, -0.67149, 6.06846)  0.000
C (-2.68822, 0.81349, 1.91068)  0.006
C (-1.05323, 2.56845, -1.09501)  0.012
N (2.14674, 1.75117, -1.43688)  -0.012
H (-1.47257, -2.04886, 3.21194)  -0.001
H (-3.60397, -2.66703, 3.69885)  0.000
C (4.68451, -3.51712, -3.78080)  0.009
H (-0.09256, -4.17621, -1.44898)  0.001
H (-3.68177, 2.97301, -1.29921)  0.000
H (-4.85493, -1.84308, 2.75737)  0.000
H (3.45761, 4.20539, 2.20143)  0.000
C (2.92295, 0.74591, 0.55849)  -0.032
C (0.67931, -3.88345, -2.16047)  0.004
C (-3.60180, -0.48518, 3.91577)  -0.003
C (-2.28413, -0.88914, -3.22610)  0.000
H (5.55333, -3.27390, -0.51627)  0.000
H (-3.35309, -0.84333, -3.01489)  0.000
C (-1.57492, -1.17936, 2.57795)  0.007
H (-4.25819, 1.97797, 0.03421)  0.000
Cl (6.54462, -5.01443, -2.52330)  -0.002
C (2.67742, 4.29766, -0.46007)  0.003
H (-2.31926, 0.43657, 5.41957)  0.000
C (3.80588, -1.23364, -0.37535)  0.023
C (-1.57166, -1.48650, -2.03514)  0.011
H (-5.02005, -2.00616, 4.50783)  0.000
C (3.70397, -2.54680, -3.84910)  -0.005
C (-0.76531, 0.12370, 0.69956)  -0.034
C (-2.08637, 2.29057, -0.00543)  -0.009
V (1.28892, -0.14216, -1.54904)  1.312
H (-0.07045, 2.73937, -0.65733)  -0.003

Computed properties:
frontier orbital gap (spin up / spin down) = 5.93 / 6.90 eV
multiplicity = 2
expectation value of S² = 0.80
net charge = +2
E_HOMO (spin up / spin down) = -13.70 / -13.88 eV

=====

Entry 3:
Here is C34H40BrF6IN2O4P2 as an isolated structure from OMol25. Energies are from ωB97M-V with the def2-TZVPD basis set.

Each line ends with the Mulliken charge.
CARTESIAN COORDINATES (ANGSTROEM)
O (-2.24515, 0.50437, 0.55035)  -0.163
C (1.06525, -1.50020, -2.53916)  2.393
H (0.87204, 1.72539, 0.18386)  0.709
Br (-4.08658, 0.45431, -3.99157)  -0.169
C (-2.89654, 1.07767, 5.77498)  -0.462
C (-3.82787, 1.49077, 3.61064)  -0.455
H (-0.76030, 2.08859, -1.85779)  1.444
H (-3.34216, -2.76501, 2.74877)  0.566
H (-2.73889, 3.48118, -6.79228)  0.379
O (-3.07821, 2.51719, 1.06941)  -0.512
C (-0.87300, 0.35498, 0.19289)  1.919
C (-0.18488, 1.15960, -3.68274)  -0.613
H (0.78585, -4.29734, 3.56166)  0.292
C (-0.32241, 3.74168, -3.75799)  -0.132
C (0.50827, -1.86263, -3.78030)  -0.746
C (-0.19220, 1.18990, -2.11739)  -2.340
H (-0.80964, 0.72620, 5.81021)  0.452
C (1.58205, -2.74793, 0.34137)  -0.972
H (-4.70690, 1.69861, 2.99413)  0.425
F (4.50366, 1.22019, 2.06286)  -0.337
C (-2.13622, -0.38590, -1.90509)  -2.122
O (3.71157, -3.63762, 1.41365)  -0.601
H (-5.00648, 1.49655, 5.39973)  0.407
H (-1.77745, 1.48170, -5.77244)  0.419
C (-2.61550, 1.47419, 1.47309)  -0.406
I (-0.80974, -3.19447, -1.40014)  0.388
C (-1.73164, 4.85047, -5.40013)  -0.468
C (2.84914, -2.53284, 1.31682)  0.421
C (-4.00981, 1.36660, 4.97618)  -0.659
C (-0.85424, 4.88977, -4.32832)  -0.864
H (-2.74093, -1.04113, -1.26048)  0.537
C (-2.06373, 3.61139, -5.94651)  -0.760
P (-1.16219, -2.21186, 1.91307)  -0.169
H (-2.00326, -0.96008, -2.83618)  0.728
H (-0.75431, -1.78664, 4.28466)  0.319
N (0.21638, -1.26219, -1.32603)  -0.614
H (-3.05095, 0.98777, 6.85052)  0.401
C (2.44358, -1.43171, -2.51708)  -0.436
F (2.64297, 1.09587, 3.35625)  -0.231
H (1.00913, -3.43847, 0.97179)  0.456
C (4.20638, -2.49121, 0.59753)  -1.010
C (2.68453, -1.98612, -4.85035)  -0.715
H (2.71283, -1.86993, 2.18565)  0.470
H (0.77707, -1.90003, 3.44157)  0.217
H (-0.55965, -1.95481, -3.96782)  0.179
N (2.01789, -0.44067, 0.25319)  0.001
H (2.22521, 0.16736, -0.52658)  0.441
F (5.39060, 1.64265, 4.80090)  -0.312
C (-2.86690, -1.79754, 2.50452)  -0.952
F (3.66432, 0.23449, 4.91268)  -0.359
H (-0.62745, 2.55616, 0.14609)  0.531
C (-1.48556, 1.02910, 3.78963)  0.492
C (-0.71596, -0.07060, -1.35629)  2.054
H (3.26685, -2.15711, -5.75510)  0.429
C (-0.21150, -0.83620, 1.03220)  0.344
P (4.27928, 1.15804, 3.70228)  0.910
C (1.28762, -2.09900, -4.88551)  -0.776
H (-2.80098, -1.26458, 3.46462)  0.256
H (0.00172, 1.77353, 1.67495)  0.556
H (-0.59662, 5.87529, -3.93257)  0.366
H (-2.16917, 5.75148, -5.82729)  0.386
H (2.00529, 0.04911, 1.13919)  -0.058
C (-2.59019, 1.32411, 2.98765)  0.886
H (2.09966, -3.20636, -0.50920)  0.543
H (0.16278, -0.27703, 1.90139)  -0.436
H (-1.01958, -4.38510, 3.53809)  0.293
C (-3.03356, 0.77996, -2.32346)  -0.041
C (-1.66584, 0.93420, 5.16203)  -0.791
C (-0.68128, 2.49484, -4.26814)  0.247
H (0.86551, 1.28596, -1.82567)  0.575
H (0.84523, 1.04125, -4.05294)  0.711
H (0.35143, 3.80624, -2.89884)  0.391
C (0.90207, -1.34450, 0.04195)  -0.500
H (4.33083, -1.58401, -3.55826)  0.464
H (-0.13930, -3.96122, 5.05666)  0.412
O (-3.22564, 1.82109, -1.78880)  -0.319
C (-0.14394, 1.67659, 0.59474)  -2.761
H (5.11745, -2.26848, 1.14938)  0.437
H (-0.83549, 0.39691, -4.13266)  0.154
C (-0.21038, -2.38087, 3.52605)  -0.187
H (0.81846, -2.38282, -5.82977)  0.444
H (-0.49852, 0.89974, 3.35058)  -0.006
H (4.17125, -2.78075, -0.45685)  0.275
F (4.13625, 2.78378, 3.61819)  -0.330
H (3.00218, -1.20741, -1.60860)  0.607
H (-3.52950, -1.31467, 1.78052)  0.195
C (-0.14489, -3.87159, 3.96377)  -1.156
C (-1.53495, 2.46963, -5.36970)  -0.441
C (3.24447, -1.65708, -3.63479)  -1.211
F (5.31097, -0.09081, 3.39790)  -0.331

Computed properties:
frontier orbital gap = 5.35 eV
net charge = 0
E_HOMO = -8.60 eV

=====

Number 2 is which compound? C34H40BrClN2O3V